DFT (the ωB97M-V functional and the def2-TZVPD basis) results for C16H34BMnNP2 as an isolated structure.

Geometry as ORCA input:
```
! RIJCOSX wB97M-V def2-TZVPD def2/J DEFGRID3
* xyz 0 6
P -0.12799 -1.81269 -2.06467
P -0.06425 1.81837 -2.15221
C -0.51619 -0.64108 -3.32394
C 0.31045 0.65160 -3.45829
H -1.61468 -0.51003 -3.32980
H -0.29809 -1.25477 -4.20047
H 1.40280 0.49405 -3.53670
H 0.02315 1.14360 -4.39121
C -1.67225 2.61119 -2.56710
H -1.92935 3.33742 -1.77539
H -2.46782 1.84872 -2.64548
H -1.57097 3.13704 -3.52829
C 1.20707 3.11801 -2.18427
H 0.97033 3.79590 -3.02239
H 2.19846 2.64679 -2.34597
H 1.18081 3.66752 -1.22272
C -1.23995 -3.20306 -2.34366
H -1.18138 -3.92688 -1.51412
H -0.87613 -3.65063 -3.27598
H -2.25141 -2.78275 -2.46313
C 1.56898 -2.39859 -2.23752
H 2.27554 -1.56499 -2.36843
H 1.54532 -2.95357 -3.18470
H 1.91103 -3.10457 -1.45547
Mn -0.47211 -2.04496 2.94484
C 0.74708 2.38830 1.16108
C -0.58681 2.09878 1.26815
C -1.46137 1.19914 0.40437
C -1.68477 -0.30910 0.14583
C -0.52880 -1.16762 -0.49189
C 0.73399 -0.95462 0.29965
C 1.36756 0.26696 -0.05846
C 1.83983 1.30897 0.96444
C 0.59977 -3.58840 3.72689
H 1.14556 3.34435 1.59747
H -1.18846 2.66322 1.99112
H -1.22982 1.52098 -0.62370
H -2.47712 1.55302 0.62620
H -1.83541 -0.85112 1.16118
H -2.66996 -0.42056 -0.43702
H -0.89094 -2.19987 -0.24725
H 1.44989 -1.79889 0.26343
H 0.62880 0.79342 -0.75176
H 2.17079 -0.08053 -0.72569
H 2.14044 0.68759 1.87008
H 2.75320 1.83082 0.56073
H 1.48421 -3.10094 4.17590
H 0.75865 -4.24010 2.85993
H -0.24099 -3.83558 4.38831
B -0.20663 1.01725 6.69138
C -0.28484 0.27999 5.32660
N -0.33526 -0.36684 4.34103
H -1.15705 1.74250 6.88172
H 0.83125 1.64378 6.73316
H -0.18417 0.15347 7.54422
*
```

<S²>: 8.77
Maximum force: 4.4 eV/Å
ΔE to the lowest compared entry with this formula, charge and spin: 1.662 eV
Energy: -69198.2962 eV
Orbital gap (spin up / spin down): 5.62 / 5.48 eV
HOMO energy (spin up / spin down): -0.2214 / -0.2247 Ha

DFT (the ωB97M-V functional and the def2-TZVPD basis) results for C25H41F5P2Tl as an isolated structure.

Geometry as ORCA input:
```
! RIJCOSX wB97M-V def2-TZVPD def2/J DEFGRID3
* xyz 1 1
Tl 0.36430 -2.13972 0.02667
C 3.81647 -1.87389 -0.01051
C 3.65143 -1.12058 1.19075
C 3.00926 -3.29040 1.61798
C 3.43456 -3.22178 0.26218
C 3.14153 -1.99751 2.18904
C 4.26489 -1.35864 -1.32536
H 4.12261 -0.27040 -1.38014
H 3.71894 -1.82338 -2.16094
H 5.33592 -1.55805 -1.48151
C 3.45565 -4.36993 -0.66873
H 3.71810 -4.05892 -1.68800
H 2.47870 -4.88269 -0.72397
H 4.18722 -5.12382 -0.33345
C 2.50071 -4.51621 2.27852
H 3.32289 -5.22415 2.46774
H 1.75760 -5.04462 1.65873
H 2.02528 -4.29079 3.24047
C 2.80932 -1.64434 3.59157
H 3.63442 -1.90849 4.27116
H 1.91107 -2.17166 3.94305
H 2.63399 -0.56608 3.68319
C 3.97902 0.30846 1.37655
H 4.99380 0.42037 1.79074
H 3.27953 0.79048 2.07726
H 3.94531 0.85306 0.42345
C -2.79723 3.02276 -2.53483
C -1.66191 3.73344 -2.61137
C -1.38684 5.04357 -1.93991
C -2.17459 5.36333 -0.64528
C -2.18782 4.27539 0.39014
C -3.10363 3.30189 0.51027
C -4.24841 3.03536 -0.41843
C -4.07709 3.47135 -1.89138
H -1.56699 5.85957 -2.66101
H -3.17886 5.72915 -0.90004
H -0.31641 5.10146 -1.69148
H -4.25258 4.55053 -1.99077
H -2.85917 2.08078 -3.09437
H -0.89047 3.40615 -3.32761
H -4.89715 2.98954 -2.44786
H -4.45669 1.95413 -0.41924
H -3.07998 2.66675 1.40925
H -5.15790 3.51467 -0.01767
H -1.65880 6.22338 -0.18934
H -1.41903 4.36696 1.17052
P -0.32295 0.09083 -1.33573
C -1.06310 -0.30557 -2.92328
C 0.61958 1.62619 -1.57679
P -0.98963 -0.06060 1.40391
C -1.66486 0.63846 -0.17709
C -0.40617 1.45521 2.25600
C -2.36039 -0.60837 2.45178
H -1.40111 -1.35293 -2.91609
H -0.26443 -0.19993 -3.67641
H -1.90026 0.36707 -3.12069
H -0.06869 2.43773 -1.85409
H 1.33079 1.45174 -2.39438
H 1.18816 1.93030 -0.68675
H -3.20471 0.08421 2.36240
H -1.97599 -0.65004 3.48633
H -2.65869 -1.62798 2.15702
H -2.66085 0.24080 -0.44363
H -1.68962 1.73963 -0.18107
H -0.19419 1.18001 3.29779
H -1.14957 2.27201 2.23390
H 0.54097 1.80792 1.82127
F -1.82022 -4.24215 1.32583
C -1.52444 -3.80370 0.07197
F -2.64442 -3.19923 -0.43036
C -1.08749 -4.95119 -0.82217
F -0.68023 -4.45147 -2.03204
F -0.01724 -5.60009 -0.25613
F -2.05121 -5.87534 -1.05753
*
```

Maximum force: 3.2 eV/Å
ΔE to the lowest compared entry with this formula, charge and spin: 0.000 eV
Energy: -63439.5203 eV
Orbital gap (spin up / spin down): 5.25 / 5.95 eV
HOMO energy (spin up / spin down): -0.3641 / -0.3617 Ha

DFT (the ωB97M-V functional and the def2-TZVPD basis) results for C31H46NO2Re as an isolated structure.

Geometry as ORCA input:
```
! RIJCOSX wB97M-V def2-TZVPD def2/J DEFGRID3
* xyz 1 4
O 4.68385 -0.62105 0.44300
C 5.81372 -1.08013 1.24067
C 6.22292 0.35523 1.60603
H 6.55367 -1.57643 0.59724
H 5.50519 -1.76458 2.03746
C 4.96156 0.79069 0.76331
H 7.16603 0.60342 1.10710
H 6.22601 0.68407 2.64301
C 5.26100 1.58480 -0.51719
H 5.94483 1.07396 -1.20878
H 5.75155 2.54525 -0.30412
H 4.30971 1.74213 -1.06303
C 3.73468 1.42578 1.38893
H 3.29065 0.78160 2.14299
H 3.01199 1.53925 0.57354
H 3.87811 2.43087 1.80548
Re -0.60202 0.84662 0.65248
C -0.61949 0.53864 3.06117
C -1.17905 -0.76276 2.94616
C -0.40867 -1.51207 2.03714
H -2.01493 -1.11449 3.53977
C 0.71023 -0.71213 1.59719
C 0.63010 0.54205 2.33500
H 1.45398 1.20563 2.52540
H -0.98726 1.34442 3.69397
H -0.57880 -2.53941 1.74530
H 1.56789 -1.02913 1.01492
C -1.99140 2.45503 0.75130
C -0.82243 2.75426 1.50906
C 0.30213 2.75373 0.62000
H -0.83737 2.99217 2.56310
C -0.18069 2.48604 -0.70505
C -1.60323 2.32177 -0.62796
H -2.29597 2.20244 -1.45166
H -2.99915 2.42793 1.14653
H 1.31975 2.97841 0.90172
H 0.40483 2.49934 -1.61913
O 3.57205 -0.65939 -2.61786
C 4.90239 -0.38412 -3.19547
C 5.34852 -1.49546 -4.14584
H 5.64475 -0.23668 -2.40352
H 4.85152 0.54735 -3.79373
C 4.10138 -2.38897 -4.25762
H 6.21479 -2.04852 -3.76160
H 5.54082 -1.05905 -5.12779
C 2.99586 -1.67923 -3.45850
H 4.32938 -3.35756 -3.81542
H 3.85292 -2.53277 -5.30731
H 2.41390 -2.40080 -2.86917
H 2.31093 -1.18639 -4.16460
C -7.37660 -0.74582 -0.30153
C -6.19138 -0.27450 0.48376
C -6.38349 0.34739 1.71596
C -5.29209 0.75083 2.49747
C -5.54235 1.48932 3.78795
C -4.01152 0.44980 2.04600
C -3.74734 -0.10307 0.74183
C -4.90091 -0.46098 -0.00095
N -2.45393 -0.26638 0.23244
C -2.19070 -1.09956 -0.94352
C -2.76151 -2.48985 -0.71917
C -2.71622 -0.41196 -2.21261
C -0.68044 -1.24384 -1.15739
H -7.88454 -1.58538 0.18680
H -8.12098 0.04496 -0.43620
H -7.07126 -1.08411 -1.29146
H -7.38751 0.54805 2.08975
H -6.20292 2.35035 3.62228
H -6.06717 0.86003 4.51787
H -4.63094 1.86614 4.26799
H -3.15834 0.68805 2.68728
H -4.84150 -0.87485 -1.00906
H -3.84566 -2.48867 -0.58593
H -2.51256 -3.08675 -1.60021
H -2.29796 -2.93361 0.17222
H -1.98142 0.32789 -2.55756
H -2.82879 -1.18718 -2.97703
H -3.66501 0.11484 -2.06752
H -0.12297 -0.27101 -1.02812
H -0.25292 -2.02414 -0.52545
H -0.54222 -1.51774 -2.20949
*
```

<S²>: 3.81
Maximum force: 3.4 eV/Å
Energy: -40596.6912 eV
Orbital gap (spin up / spin down): 7.55 / 5.72 eV
HOMO energy (spin up / spin down): -0.3525 / -0.3906 Ha

DFT (the ωB97M-V functional and the def2-TZVPD basis) results for C25H30BaN13S3 as an isolated structure.

Geometry as ORCA input:
```
! RIJCOSX wB97M-V def2-TZVPD def2/J DEFGRID3
* xyz 1 1
Ba -0.18131 -0.51650 0.45147
S 1.94867 1.85672 -0.39645
C 1.86790 0.81091 -1.74908
N 0.87518 0.02259 -2.07654
C 1.15803 -0.73521 -3.20382
C 0.27818 -1.63191 -3.80689
C 0.69088 -2.32492 -4.93122
C 1.96927 -2.13607 -5.46000
C 2.84995 -1.23816 -4.87852
C 2.43333 -0.54135 -3.75122
S 3.26706 0.66998 -2.81976
H -0.72314 -1.75013 -3.41017
H 0.01155 -3.01341 -5.41669
H 2.27023 -2.68101 -6.34468
H 3.83098 -1.07448 -5.30533
C -1.62078 4.80202 2.98707
C -2.51134 3.89918 2.22296
N -3.78456 4.04196 2.06055
N -4.15040 2.97289 1.29134
C -3.13820 2.15894 0.96500
S -3.18763 0.78302 0.01411
N -2.07330 2.75873 1.57667
N -0.77990 2.25276 1.52584
H -2.21033 5.63118 3.36845
H -0.82563 5.19410 2.35173
H -1.16496 4.27753 3.82891
H -5.10110 2.86726 0.98091
H -0.34785 2.36092 2.43693
H -0.22281 2.72329 0.81143
C 4.75023 -2.94284 -1.54860
N 3.31209 -3.11638 -1.40687
C 2.66345 -4.06281 -2.29616
C 2.56473 -2.45691 -0.48674
N 1.35649 -2.74909 -0.14512
N 3.20866 -1.33713 0.04721
C 3.12149 -0.79420 1.31789
N 4.25504 -0.11140 1.67829
N 2.09304 -0.95632 2.07049
H 4.99790 -2.16134 -2.27450
H 5.18214 -3.87963 -1.89461
H 5.20520 -2.70561 -0.58942
H 3.25019 -4.14586 -3.20842
H 1.67666 -3.69372 -2.57448
H 2.57114 -5.05611 -1.84649
H 1.09313 -3.66147 -0.49962
H 3.85159 -0.87925 -0.58074
H 4.91882 0.11305 0.95479
H 4.11386 0.64397 2.32878
H 2.29026 -0.58162 2.99444
C -2.37853 1.92367 5.29471
C -3.53851 1.51954 4.64137
C -3.50465 0.45680 3.75404
C -2.29573 -0.18864 3.51656
C -1.12923 0.21916 4.15173
C -1.17566 1.27026 5.05680
N -2.16214 -1.22526 2.54706
N -3.17600 -1.90621 2.36829
C -3.06491 -2.85531 1.30460
C -4.00312 -3.87337 1.29621
C -3.94335 -4.80884 0.27598
C -2.96808 -4.67105 -0.69743
C -2.08905 -3.60160 -0.60870
N -2.12494 -2.70454 0.37335
H -2.41621 2.74711 5.99627
H -4.46951 2.03889 4.82606
H -4.38881 0.13198 3.22254
H -0.20487 -0.31214 3.95195
H -0.27992 1.57283 5.58415
H -4.74909 -3.91172 2.07680
H -4.65203 -5.62481 0.23660
H -2.89016 -5.36844 -1.51931
H -1.32428 -3.45415 -1.36495
*
```

Maximum force: 0.1 eV/Å
ΔE to the lowest compared entry with this formula, charge and spin: 0.000 eV
Energy: -78981.9574 eV
Orbital gap: 6.53 eV
HOMO energy: -0.3633 Ha